Record 1
{"formula": "C6H5FS", "method": "the ωB97M-V functional and the def2-TZVPD basis", "smiles": "C/C=C(/F)C#CC=S", "homo_lumo_gap_ev": 7.46, "e_above_lowest_kj_mol": 342.7, "species": ["C", "C", "C", "F", "C", "C", "C", "S", "H", "H", "H", "H", "H"], "xyz": [[1.77556, -0.69146, -2.07093], [2.28973, 0.29830, -1.13563], [1.73735, 0.68297, 0.00787], [2.38595, 1.62217, 0.75517], [0.41542, 0.41232, 0.53083], [-0.72376, 0.23124, 0.93598], [-2.02403, -0.12458, 1.19015], [-3.01636, -1.09384, 0.17438], [0.81827, -1.08415, -1.80685], [1.87661, -0.25316, -3.09737], [2.43721, -1.63193, -2.11357], [3.25907, 0.85749, -1.45966], [-2.42466, 0.16095, 2.14108]]}

---

Record 2
{"formula": "C6H10O", "method": "the ωB97M-V functional and the def2-TZVPD basis", "smiles": "CCC(C)=C=CO", "homo_lumo_gap_ev": 9.54, "e_above_lowest_kj_mol": 201.4, "species": ["C", "C", "C", "C", "C", "C", "O", "H", "H", "H", "H", "H", "H", "H", "H", "H", "H"], "xyz": [[-1.36621, 0.49752, -1.49202], [0.05287, -0.03788, -1.32177], [0.36743, -0.58963, 0.04351], [1.79893, -0.89071, 0.39060], [-0.56958, -0.69889, 0.96921], [-0.99985, 0.12100, 1.89308], [-0.38264, 1.36343, 1.97222], [-1.52243, 0.83038, -2.52295], [-1.56432, 1.34294, -0.82329], [-2.10165, -0.27946, -1.26568], [0.77695, 0.76648, -1.51665], [0.26321, -0.81695, -2.06347], [1.90586, -1.03460, 1.47091], [2.16001, -1.78687, -0.11903], [2.43648, -0.05145, 0.08302], [-1.78298, 0.02457, 2.62797], [0.52792, 1.24012, 1.67434]]}

---

Record 3
{"formula": "C8H10BiI2N4S", "method": "the ωB97M-V functional and the def2-TZVPD basis", "homo_lumo_gap_ev": 5.44, "charge": 3, "species": ["Bi", "C", "C", "N", "N", "C", "N", "S", "C", "C", "C", "C", "C", "N", "H", "H", "H", "H", "H", "H", "H", "H", "H", "H", "I", "I"], "xyz": [[-1.28204, 1.58576, 0.81193], [1.65980, -0.42630, -2.12649], [0.85627, 0.06365, -0.98102], [-0.28635, 0.65949, -1.05782], [-1.05699, 0.69823, -2.20072], [-2.38150, 0.48874, -2.05379], [-3.13758, 0.33138, -3.10716], [-3.14379, 0.42602, -0.47961], [1.30722, -0.17237, 0.41410], [2.48800, -0.81715, 0.70737], [2.77965, -1.13630, 2.03756], [1.88296, -0.78984, 3.02784], [0.72164, -0.11453, 2.67316], [0.43734, 0.18300, 1.40170], [1.25544, -0.15760, -3.09770], [1.75762, -1.51411, -2.07599], [2.66655, -0.00550, -2.05612], [-0.61135, 0.74066, -3.11052], [-2.77801, 0.34012, -4.05571], [-4.13602, 0.18506, -3.00905], [3.18864, -1.07463, -0.07455], [3.69909, -1.65406, 2.28035], [2.06178, -1.03019, 4.06724], [0.00853, 0.19134, 3.42810], [-2.73148, 1.25265, 3.95956], [-5.22541, 1.74648, 4.67733]]}

---

Record 4
{"formula": "C12H15K2N3O16S4Zn2", "method": "the ωB97M-V functional and the def2-TZVPD basis", "homo_lumo_gap_ev": 3.48, "charge": -2, "species": ["Zn", "Zn", "K", "K", "S", "O", "O", "O", "O", "S", "O", "O", "O", "O", "S", "O", "O", "O", "O", "S", "O", "O", "O", "O", "N", "C", "C", "C", "C", "H", "H", "H", "H", "H", "N", "C", "C", "C", "C", "H", "H", "H", "H", "H", "N", "C", "C", "C", "C", "H", "H", "H", "H", "H"], "xyz": [[-0.49182, 5.83085, 0.04443], [2.52191, 1.17668, 2.81111], [-3.83043, 2.14856, -2.18006], [-2.44434, -1.29482, 3.35171], [1.49772, -0.33160, 5.84582], [2.24331, -1.03858, 6.88266], [1.68672, -0.81701, 4.48135], [0.05028, -0.18230, 6.13249], [2.13353, 0.90829, 5.60558], [3.31961, 5.34791, 2.39041], [4.33521, 5.95099, 1.51252], [3.41212, 5.83235, 3.72266], [1.99416, 5.69652, 1.90097], [3.42928, 3.91725, 2.28872], [-3.92977, 5.96026, 0.43167], [-4.77355, 4.74617, 0.65723], [-3.14095, 5.80256, -0.72568], [-4.62255, 7.21415, 0.22807], [-2.88062, 6.07941, 1.38742], [-0.05469, 1.60307, 0.50375], [1.22080, 0.91687, 0.38028], [-1.17421, 0.75103, 0.15484], [-0.07391, 1.79427, 1.96359], [-0.15224, 2.81820, -0.15826], [3.72315, 2.95058, -3.75160], [4.23554, 3.05159, -4.99200], [5.52948, 2.46891, -4.91063], [5.74612, 2.15321, -3.62341], [4.57468, 2.45912, -2.86829], [2.80990, 3.12575, -3.35738], [3.57567, 3.30355, -5.80899], [6.11288, 2.20900, -5.78154], [6.64646, 1.81115, -3.13475], [4.39821, 2.40119, -1.80438], [1.22586, -3.60024, 0.25153], [0.11811, -4.19639, -0.16553], [0.44090, -5.52220, -0.16063], [1.66285, -5.73631, 0.22246], [2.16229, -4.53913, 0.64742], [1.25761, -2.59343, 0.32516], [-0.71755, -3.54647, -0.37928], [-0.26116, -6.27491, -0.48762], [2.22217, -6.65331, 0.33490], [3.16064, -4.21016, 0.89534], [-5.99224, -5.81754, -1.84924], [-5.36728, -4.62440, -2.04100], [-5.38485, -3.90682, -0.87672], [-6.14053, -4.68393, -0.00867], [-6.41638, -5.91549, -0.59795], [-6.16272, -6.52224, -2.55240], [-4.90323, -4.37194, -2.98298], [-4.98426, -2.90772, -0.78888], [-6.54792, -4.36644, 0.93982], [-6.99997, -6.77608, -0.30603]]}

---

Which strongest force on any atom belongs to each record? In order, 3.723 0.770 0.800 9.945 eV/A.
Which LUMO belongs to each record? In order, -1.58 0.87 -12.40 0.80 eV.